1.
DFT (ωB97M-V/def2-TZVPD) results for a cluster of 6 separate species, C27H57N3O15 in total at a distorted geometry.

Structure (XYZ):
```
102
Properties=species:S:1:pos:R:3:lowdin_charge:R:1
C 11.724 20.987 -14.838 -0.12
O 12.505 22.050 -14.353 -0.17
C 11.971 23.304 -14.690 -0.24
C 12.817 24.387 -14.041 -0.19
N 12.302 25.684 -14.396 -0.06
C 13.100 26.868 -14.287 -0.22
C 12.261 28.111 -14.608 -0.21
O 10.906 27.995 -14.279 -0.18
C 10.661 27.976 -12.897 -0.11
H 10.676 21.169 -14.555 0.08
H 12.050 20.064 -14.365 0.09
H 11.684 20.864 -15.927 0.09
H 10.926 23.503 -14.416 0.08
H 12.001 23.452 -15.776 0.13
H 13.855 24.292 -14.376 0.12
H 12.905 24.267 -12.951 0.11
H 11.302 25.811 -14.321 0.07
H 13.897 26.879 -15.043 0.11
H 13.612 26.913 -13.312 0.10
H 12.295 28.194 -15.693 0.12
H 12.731 29.024 -14.229 0.11
H 11.004 28.910 -12.433 0.09
H 11.293 27.202 -12.439 0.04
H 9.662 27.746 -12.541 0.08
C 8.087 25.337 -9.548 -0.06
O 8.200 24.504 -10.720 -0.18
C 8.740 25.198 -11.819 -0.24
C 8.539 24.413 -13.117 -0.18
N 9.210 25.119 -14.211 -0.06
C 8.881 24.489 -15.506 -0.20
C 7.509 24.796 -16.068 -0.23
O 7.484 26.143 -16.479 -0.19
C 6.336 26.470 -17.223 -0.11
H 9.075 25.260 -9.081 0.07
H 7.368 24.822 -8.917 0.09
H 7.828 26.368 -9.784 0.08
H 9.799 25.359 -11.581 0.10
H 8.248 26.164 -11.993 0.12
H 7.449 24.433 -13.250 0.11
H 8.824 23.373 -12.967 0.13
H 8.885 26.075 -14.339 0.11
H 9.078 23.416 -15.491 0.11
H 9.626 24.897 -16.197 0.12
H 6.731 24.679 -15.290 0.12
H 7.101 24.142 -16.852 0.12
H 5.452 26.191 -16.626 0.09
H 6.206 25.735 -18.032 0.08
H 6.286 27.488 -17.581 0.09
C 12.007 31.168 -5.000 -0.11
O 11.702 29.939 -5.633 -0.22
C 12.722 29.007 -5.258 -0.18
C 12.650 27.847 -6.253 -0.20
N 11.534 26.909 -6.121 -0.03
C 10.993 26.309 -7.332 -0.20
C 12.043 25.761 -8.295 -0.21
O 11.522 25.338 -9.533 -0.16
C 11.907 26.173 -10.605 -0.12
H 11.980 31.049 -3.911 0.10
H 11.198 31.897 -5.111 0.09
H 12.935 31.624 -5.346 0.09
H 12.535 28.687 -4.232 0.13
H 13.724 29.392 -5.457 0.12
H 13.575 27.268 -6.190 0.12
H 12.647 28.291 -7.259 0.08
H 10.744 27.383 -5.697 0.08
H 10.372 27.015 -7.911 0.10
H 10.321 25.523 -6.978 0.12
H 12.519 24.874 -7.860 0.13
H 12.845 26.505 -8.317 0.10
H 12.960 26.457 -10.568 0.10
H 11.279 27.070 -10.660 0.06
H 11.738 25.657 -11.553 0.06
C 16.625 30.451 -10.841 -0.10
C 15.585 29.770 -11.773 -0.10
O 14.904 28.870 -10.912 0.04
C 15.236 29.083 -9.624 -0.57
O 14.774 28.573 -8.659 0.17
O 16.315 29.896 -9.569 0.06
H 16.603 31.538 -10.830 0.13
H 17.626 30.128 -11.125 0.13
H 16.026 29.142 -12.548 0.13
H 14.831 30.420 -12.222 0.13
C 8.084 28.481 -5.233 -0.08
C 8.708 29.872 -5.345 -0.10
O 9.397 29.932 -4.104 0.04
C 9.644 28.735 -3.582 -0.60
O 10.296 28.573 -2.604 0.16
O 8.882 27.811 -4.222 0.05
H 8.355 27.839 -6.070 0.11
H 7.012 28.445 -5.055 0.13
H 8.042 30.726 -5.444 0.14
H 9.379 29.925 -6.197 0.09
C 10.879 31.340 -9.349 -0.10
C 11.712 30.082 -9.291 -0.11
O 10.674 29.128 -9.562 0.03
C 9.648 29.565 -8.747 -0.56
O 8.747 28.875 -8.383 0.16
O 9.710 30.895 -8.657 0.07
H 10.669 31.811 -10.307 0.14
H 11.345 32.057 -8.662 0.14
H 12.180 29.836 -8.338 0.11
H 12.480 30.252 -10.050 0.13
```

Values from the calculation:
Highest occupied orbital energy = -7.97 eV
Max |F| = 2.980 eV/A
Gap between HOMO and LUMO = 7.9 eV
Lowest unoccupied orbital energy = -0.06 eV
Net charge = 0
SMILES = COCCNCCOC.COCCNCCOC.COCCNCCOC.O=C1OCCO1.O=C1OCCO1.O=C1OCCO1



2.
DFT (ωB97M-V/def2-TZVPD) results for a cluster of 4 separate species, C27H58BN5O15PS in total at a distorted geometry.

Structure (XYZ):
```
108
Properties=species:S:1:pos:R:3:lowdin_charge:R:1
C -2.221 1.194 1.574 -0.06
C -0.997 1.099 0.592 -0.20
O -1.291 0.310 -0.579 -0.12
C -2.164 0.977 -1.447 -0.18
N -3.441 0.320 -1.726 0.00
C -4.585 1.142 -1.954 -0.33
N -5.177 1.801 -0.880 -0.23
C -6.541 1.342 -0.477 -0.22
C -7.042 0.022 -1.113 -0.20
C -8.224 -0.507 -0.197 -0.16
C -8.297 -2.080 -0.181 -0.24
O -8.825 -2.510 -1.437 -0.06
P -4.944 3.540 -0.824 0.94
C -3.869 4.100 -2.272 -0.24
O -4.008 3.941 0.521 -0.30
N -4.963 1.259 -3.201 -0.17
S -6.304 2.256 -3.667 0.96
B -4.225 0.552 -4.352 -0.68
O -2.993 1.136 -4.680 0.14
N -4.765 -0.551 -5.070 -0.03
C -5.924 -1.197 -4.399 -0.07
C -3.733 -1.520 -5.527 -0.04
N -3.658 -1.000 -1.405 0.05
C -3.005 -2.013 -2.223 -0.40
C -1.495 -2.079 -2.553 0.03
O -3.708 -2.881 -2.678 0.13
C -3.870 -1.347 -0.023 -0.39
C -2.911 -2.428 0.579 0.03
O -4.685 -0.854 0.708 0.12
H -3.190 1.264 1.032 0.05
H -2.162 2.133 2.173 0.09
H -2.196 0.359 2.301 0.08
H -0.172 0.662 1.190 0.12
H -0.696 2.141 0.347 0.12
H -1.618 1.157 -2.408 0.14
H -2.363 1.999 -1.032 0.12
H -6.542 1.270 0.633 0.12
H -7.263 2.161 -0.711 0.10
H -6.299 -0.798 -1.136 0.08
H -7.512 0.168 -2.112 0.08
H -7.987 -0.226 0.860 0.11
H -9.198 -0.042 -0.447 0.12
H -8.974 -2.341 0.660 0.13
H -7.277 -2.470 0.038 0.12
H -8.137 -2.295 -2.083 0.07
H -3.106 3.351 -2.568 0.03
H -3.333 5.034 -2.006 0.06
H -4.482 4.327 -3.169 0.03
H -3.343 4.576 0.200 0.04
H -7.292 1.358 -3.962 -0.07
H -2.258 0.544 -4.466 0.09
H -6.051 -2.259 -4.695 0.11
H -6.843 -0.685 -4.774 0.09
H -5.863 -1.171 -3.294 0.06
H -3.652 -1.434 -6.631 0.11
H -4.038 -2.570 -5.331 0.10
H -2.746 -1.403 -5.034 0.07
H -1.023 -1.087 -2.714 0.08
H -0.970 -2.700 -1.803 0.10
H -1.413 -2.618 -3.522 0.09
H -3.145 -2.574 1.650 0.10
H -3.018 -3.416 0.082 0.09
H -1.864 -2.072 0.438 0.08
C 0.472 -1.542 7.291 -0.06
C -0.575 -1.458 6.200 -0.21
O 0.020 -1.099 4.942 0.04
C 0.601 -2.096 4.277 -0.59
O 0.663 -3.244 4.623 0.15
O 1.128 -1.587 3.148 -0.02
C 1.841 -2.537 2.367 -0.10
H 1.052 -0.618 7.338 0.08
H 0.005 -1.717 8.261 0.08
H 1.176 -2.353 7.097 0.08
H -1.290 -0.671 6.439 0.12
H -1.137 -2.389 6.111 0.12
H 1.223 -3.415 2.160 0.12
H 2.747 -2.851 2.864 0.10
H 2.096 -2.069 1.420 0.12
C 7.982 1.740 4.340 -0.06
C 7.802 1.286 2.906 -0.22
O 6.958 0.129 2.837 0.03
C 5.646 0.368 2.903 -0.60
O 5.126 1.450 3.003 0.12
O 5.007 -0.805 2.854 0.02
C 3.583 -0.706 2.980 -0.05
H 8.332 0.914 4.961 0.08
H 8.702 2.558 4.397 0.08
H 7.037 2.082 4.764 0.08
H 8.767 0.993 2.492 0.12
H 7.413 2.089 2.277 0.12
H 3.173 0.001 2.256 0.11
H 3.320 -0.405 3.996 0.12
H 3.145 -1.726 2.775 0.01
C 9.615 -0.170 -2.426 -0.07
C 9.932 0.190 -0.988 -0.22
O 11.347 0.244 -0.775 0.04
C 11.944 1.374 -1.167 -0.61
O 11.400 2.327 -1.663 0.12
O 13.251 1.256 -0.927 0.01
C 14.027 2.375 -1.358 -0.04
H 10.129 -1.089 -2.712 0.08
H 8.541 -0.307 -2.561 0.08
H 9.951 0.611 -3.108 0.08
H 9.546 -0.585 -0.326 0.12
H 9.459 1.129 -0.696 0.12
H 13.634 3.307 -0.952 0.10
H 14.054 2.414 -2.447 0.10
H 15.040 2.234 -0.987 0.09
```

Values from the calculation:
Highest occupied orbital energy = -11.67 eV
Max |F| = 4.843 eV/A
Gap between HOMO and LUMO = 7.3 eV
Energy above the lowest of the compared OMol25 structures with the same formula, charge and spin = 1.325 eV
Lowest unoccupied orbital energy = -4.32 eV
Net charge = +1



3.
DFT (ωB97M-V/def2-TZVPD) results for a structure of composition C27H58CaNP3 at a distorted geometry.

Structure (XYZ):
```
90
Properties=species:S:1:pos:R:3:lowdin_charge:R:1
P -3.376 2.540 -4.908 0.81
P -1.331 0.418 -5.917 0.80
C -3.046 2.488 -6.752 -0.44
C -2.518 1.119 -7.185 -0.44
H -2.316 3.282 -6.970 0.07
H -3.985 2.731 -7.269 0.07
H -3.339 0.393 -7.295 0.07
H -1.987 1.186 -8.145 0.07
C 0.227 1.044 -6.677 -0.31
H 1.079 0.546 -6.195 0.04
H 0.312 2.127 -6.513 0.03
H 0.232 0.828 -7.754 0.04
C -1.286 -1.306 -6.543 -0.32
H -1.074 -1.323 -7.621 0.04
H -2.257 -1.781 -6.347 0.03
H -0.505 -1.855 -6.002 0.03
C -3.559 4.358 -4.744 -0.32
H -3.915 4.583 -3.730 0.04
H -4.271 4.746 -5.484 0.04
H -2.576 4.828 -4.888 0.03
C -5.159 2.079 -4.976 -0.30
H -5.257 1.009 -5.203 0.03
H -5.671 2.672 -5.746 0.04
H -5.611 2.275 -3.995 0.04
Ca -0.289 0.257 1.107 1.15
C -0.365 -0.831 -1.675 -0.15
C 0.505 0.183 -1.840 -0.13
C 0.226 1.513 -2.472 -0.20
C -0.230 2.669 -1.537 -0.18
C -1.301 2.350 -0.538 -0.17
C -2.259 1.415 -0.665 -0.15
C -2.532 0.576 -1.874 -0.21
C -1.840 -0.816 -1.925 -0.18
C -1.451 1.514 2.828 -0.35
H 0.027 -1.822 -1.408 0.11
H 1.570 0.010 -1.613 0.12
H -0.497 1.419 -3.297 0.05
H 1.174 1.848 -2.930 0.12
H 0.651 3.055 -0.998 0.11
H -0.547 3.508 -2.183 0.12
H -1.304 3.001 0.347 0.11
H -2.983 1.273 0.147 0.11
H -2.311 1.120 -2.805 0.02
H -3.619 0.381 -1.899 0.12
H -2.335 -1.487 -1.202 0.11
H -2.071 -1.269 -2.906 0.11
H -1.856 0.780 3.548 -0.08
H -2.282 2.072 2.353 -0.08
H -0.811 2.223 3.377 -0.07
C 3.699 -0.141 5.249 -0.09
C 3.086 -0.017 3.851 -0.61
C 2.411 1.356 3.666 -0.10
C 4.198 -0.127 2.798 -0.10
P 1.807 -1.370 3.558 0.80
N 1.016 -0.882 2.290 -0.52
C 2.603 -3.016 3.175 -0.62
C 3.701 -3.370 4.196 -0.09
C 1.525 -4.114 3.175 -0.10
C 3.207 -2.984 1.760 -0.11
C 0.623 -1.559 5.011 -0.60
C 1.213 -2.445 6.119 -0.10
C 0.313 -0.182 5.607 -0.09
C -0.686 -2.176 4.502 -0.10
H 4.471 0.637 5.335 0.09
H 4.182 -1.116 5.389 0.06
H 2.966 0.020 6.046 0.06
H 3.185 2.139 3.676 0.08
H 1.898 1.392 2.692 0.04
H 1.675 1.589 4.440 0.06
H 4.878 -0.966 2.984 0.06
H 3.779 -0.211 1.788 0.07
H 4.796 0.796 2.837 0.08
H 3.322 -3.379 5.223 0.06
H 4.044 -4.388 3.961 0.09
H 4.563 -2.695 4.122 0.06
H 0.682 -3.842 2.525 0.08
H 1.982 -5.030 2.772 0.08
H 1.156 -4.353 4.179 0.06
H 2.498 -2.539 1.054 0.05
H 4.151 -2.427 1.713 0.06
H 3.420 -4.023 1.463 0.08
H 2.163 -2.046 6.496 0.07
H 0.506 -2.449 6.964 0.09
H 1.345 -3.486 5.809 0.05
H -0.101 0.506 4.863 0.05
H -0.447 -0.316 6.391 0.09
H 1.185 0.271 6.091 0.06
H -1.040 -1.669 3.596 0.05
H -0.599 -3.239 4.269 0.06
H -1.452 -2.075 5.282 0.09
```

Values from the calculation:
Highest occupied orbital energy = -6.29 eV
Max |F| = 3.536 eV/A
Gap between HOMO and LUMO = 6.7 eV
Energy above the lowest of the compared OMol25 structures with the same formula, charge and spin = 0.000 eV
Lowest unoccupied orbital energy = 0.37 eV
Net charge = 0



4.
DFT (ωB97M-V/def2-TZVPD) results for a structure of composition C27H58CrNP3 at a distorted geometry.

Structure (XYZ):
```
90
Properties=species:S:1:pos:R:3:mulliken_spin:R:1
P -4.433 -1.926 0.043 -5.09
P -1.622 -4.428 0.630 -0.79
C -4.158 -3.681 -0.332 1.53
C -3.423 -4.558 0.717 0.37
H -3.692 -3.754 -1.330 0.20
H -5.175 -4.089 -0.450 -0.28
H -3.734 -4.325 1.748 0.04
H -3.628 -5.623 0.523 -0.22
C -1.091 -5.396 -0.796 0.14
H -0.076 -5.116 -1.103 0.01
H -1.771 -5.289 -1.653 0.06
H -1.091 -6.451 -0.484 -0.01
C -0.818 -5.041 2.095 0.14
H -0.719 -6.133 1.984 0.01
H -1.418 -4.812 2.986 -0.03
H 0.181 -4.592 2.184 -0.01
C -5.552 -1.307 -1.224 2.10
H -5.625 -0.212 -1.178 0.03
H -6.550 -1.731 -1.056 -0.36
H -5.209 -1.600 -2.226 0.03
C -5.418 -1.865 1.554 2.32
H -4.946 -2.448 2.355 -0.25
H -6.413 -2.274 1.340 -0.24
H -5.521 -0.818 1.874 -0.06
Cr 0.032 2.877 0.903 1.96
C 0.613 -2.048 0.256 0.11
C 0.384 -2.434 -1.010 -0.05
C -0.911 -2.301 -1.770 0.26
C -1.602 -0.928 -1.707 -0.18
C -2.844 -0.787 -0.920 0.99
C -2.933 -1.132 0.512 -0.42
C -1.742 -1.887 1.093 0.69
C -0.352 -1.227 1.072 -0.24
C -2.022 2.949 0.780 0.03
H 1.551 -2.307 0.755 0.03
H 1.188 -2.937 -1.563 -0.01
H -1.643 -3.097 -1.522 -0.01
H -0.685 -2.523 -2.826 0.05
H -0.880 -0.148 -1.394 0.12
H -1.874 -0.679 -2.745 -0.16
H -3.437 0.069 -1.242 0.13
H -3.263 -0.317 1.185 0.46
H -1.628 -2.783 0.391 0.17
H -1.989 -2.235 2.109 0.23
H -0.398 -0.191 0.701 0.05
H 0.009 -1.168 2.108 -0.10
H -2.294 3.714 1.527 0.05
H -2.483 1.988 1.049 -0.01
H -2.405 3.264 -0.205 0.01
C 4.320 2.651 1.721 0.00
C 2.809 2.395 1.643 -0.09
C 2.479 1.078 2.378 0.08
C 2.035 3.515 2.382 0.21
P 2.256 2.312 -0.142 -0.02
N 0.743 1.649 -0.123 0.10
C 2.135 4.022 -0.900 -0.03
C 3.426 4.825 -0.677 0.00
C 1.836 3.876 -2.401 0.01
C 0.941 4.770 -0.256 0.07
C 3.205 1.102 -1.191 -0.02
C 4.505 1.743 -1.698 0.01
C 3.529 -0.143 -0.362 -0.02
C 2.325 0.643 -2.364 0.01
H 4.581 2.769 2.782 0.00
H 4.623 3.569 1.206 0.00
H 4.913 1.815 1.328 0.00
H 2.519 1.278 3.457 0.01
H 1.464 0.721 2.153 -0.04
H 3.190 0.273 2.165 0.01
H 2.352 4.517 2.074 -0.04
H 0.912 3.409 2.442 -0.06
H 2.364 3.430 3.428 0.00
H 4.323 4.302 -1.037 0.00
H 3.341 5.770 -1.238 0.00
H 3.564 5.095 0.379 0.00
H 0.956 3.237 -2.573 0.00
H 1.589 4.867 -2.808 0.00
H 2.680 3.489 -2.983 0.00
H -0.040 4.198 -0.280 -0.05
H 1.184 5.222 0.710 0.02
H 0.721 5.619 -0.918 0.00
H 5.135 2.116 -0.878 0.00
H 5.076 0.961 -2.223 0.00
H 4.326 2.552 -2.416 0.00
H 2.612 -0.585 0.050 0.01
H 3.974 -0.891 -1.036 0.00
H 4.256 0.043 0.436 0.00
H 1.366 0.263 -1.993 0.02
H 2.139 1.436 -3.093 0.00
H 2.845 -0.175 -2.883 0.00
```

Values from the calculation:
Highest occupied orbital energy (spin up / spin down) = -1.74 / -6.04 eV
Multiplicity = 5
Max |F| = 4.040 eV/A
Gap between HOMO and LUMO (spin up / spin down) = 2.0 / 5.6 eV
Energy above the lowest of the compared OMol25 structures with the same formula, charge and spin = 4.922 eV
Lowest unoccupied orbital energy (spin up / spin down) = 0.26 / -0.40 eV
Net charge = 0



What is the net charge in the second record?
+1



What is the net charge in the second record?
+1